Record 1
Here is H10O7V as an isolated structure in a non-equilibrium geometry from OMol25. Energies are from ωB97M-V with the def2-TZVPD basis set.

## Properties
Charge: +1
Relative energy (zero: lowest compared OMol25 entry of this formula, charge and spin): 18.60 kcal per mole
Total energy: -1476.4645 Ha
HOMO energy: -0.4968 Eh
Frontier orbital gap: 8.633 eV
LUMO level: -4.89 eV

Cartesian coordinates (Å):
O1 -0.3162 -0.9122 1.1267
V1 -0.2075 -0.6337 -0.4486
O2 -0.9029 -1.8915 -1.1555
O3 0.7964 1.4340 0.3528
H1 0.5356 2.3518 0.4297
H2 1.6054 1.3710 0.8605
O4 1.7835 -1.1357 -1.2102
H3 1.9505 -2.0700 -1.0855
H4 2.3488 -0.8864 -1.9412
O5 -0.3132 0.5442 -2.4883
H5 0.0649 0.1821 -3.2896
H6 -0.8582 1.2719 -2.7876
O6 -2.1167 0.7566 -0.0770
H7 -2.7180 0.6492 0.6601
H8 -2.4465 1.5232 -0.5459
O7 0.2606 -1.1255 4.1449
H9 0.2672 -0.1751 4.2585
H10 0.2664 -1.2539 3.1963

Cartesian forces (eV/Å) of the 3 atoms listed first:
0.594 -0.095 -2.272
-2.079 -1.258 0.835
1.127 1.942 1.168

Mulliken population analysis, charges in e, atoms 1 to 5: -0.560 1.249 -0.461 -0.401 0.281

=====

Record 2
Here is a 5-piece molecular cluster, H11O5 overall in a non-equilibrium geometry from OMol25. Energies are from ωB97M-V with the def2-TZVPD basis set.

## Properties
Charge: +1
Relative energy (zero: lowest compared OMol25 entry of this formula, charge and spin): 87.99 kcal per mole
Total energy: -382.4378 Ha
HOMO energy: -0.5269 Eh
Frontier orbital gap: 10.250 eV
LUMO level: -4.09 eV

Cartesian coordinates (Å):
O1 -1.0909 2.5642 0.8014
H1 -1.0400 3.0207 -0.1041
H2 -0.6435 3.3530 1.2019
O2 1.5779 3.7556 -1.7447
H3 1.6808 4.3870 -2.4767
H4 2.1992 4.0979 -1.0724
O3 0.5345 -2.5934 0.2042
H5 0.7791 -3.4144 -0.1344
H6 -0.2681 -2.8465 1.3542
O4 -1.1196 -3.3033 1.6495
H7 -1.5613 -2.3609 1.7498
H8 -0.8645 -3.4132 2.5982
O5 -0.0529 -0.7679 -1.2164
H9 0.4469 0.0664 -0.9646
H10 -1.0034 -1.0035 -1.2191
H11 0.4256 -1.5418 -0.6266

Cartesian forces (eV/Å) of the 3 atoms listed first:
1.135 2.724 -1.934
-0.577 -1.593 1.129
-0.469 -1.224 0.689

Mulliken population analysis, charges in e, atoms 1 to 5: -0.661 0.339 0.321 -0.644 0.329

=====

Record 3
Here is a 5-piece molecular cluster, H11O5 overall in a non-equilibrium geometry from OMol25. Energies are from ωB97M-V with the def2-TZVPD basis set.

## Properties
Charge: +1
Relative energy (zero: lowest compared OMol25 entry of this formula, charge and spin): 17.05 kcal per mole
Total energy: -382.5509 Ha
HOMO energy: -0.5792 Eh
Frontier orbital gap: 12.731 eV
LUMO level: -3.03 eV

Cartesian coordinates (Å):
O1 1.3538 -2.7048 0.7722
H1 1.9308 -3.2034 0.1691
H2 1.1247 -3.3039 1.4895
O2 1.5397 1.6370 0.5015
H3 2.4178 1.4078 0.1759
H4 1.6330 2.5303 0.8422
O3 -1.8652 -0.5992 -0.0098
H5 -1.9271 0.3766 -0.0594
H6 -2.5800 -0.9805 -0.5321
O4 -1.8947 2.1561 -0.5688
H7 -1.9571 3.1302 -0.5380
H8 -2.0906 1.8576 -1.4421
O5 0.6412 -0.6074 -0.5022
H9 1.0816 -1.3244 0.0884
H10 0.9329 0.3100 -0.2950
H11 -0.3409 -0.6820 -0.0913

Cartesian forces (eV/Å) of the 3 atoms listed first:
0.559 -0.197 -0.605
-0.225 0.033 0.343
-0.097 0.122 0.127

Mulliken population analysis, charges in e, atoms 1 to 5: -0.648 0.335 0.320 -0.677 0.336

=====

Record 4
Here is a 5-piece molecular cluster, H11O5 overall in a non-equilibrium geometry from OMol25. Energies are from ωB97M-V with the def2-TZVPD basis set.

## Properties
Charge: +1
Relative energy (zero: lowest compared OMol25 entry of this formula, charge and spin): 12.19 kcal per mole
Total energy: -382.5586 Ha
HOMO energy: -0.5889 Eh
Frontier orbital gap: 12.999 eV
LUMO level: -3.03 eV

Cartesian coordinates (Å):
O1 -0.1239 -1.5579 1.0543
H1 -0.0794 -2.4200 1.4828
H2 -0.3708 -1.7562 0.1456
O2 0.7833 -1.9202 -2.2372
H3 0.5489 -2.8487 -2.3608
H4 1.5459 -1.8352 -2.8244
O3 -1.2627 2.2319 2.4371
H5 -2.0347 1.6726 2.5872
H6 -0.9169 2.5306 3.2847
O4 0.4664 0.9176 -1.7729
H7 0.6628 1.4621 -2.5366
H8 0.6507 -0.0122 -1.9318
O5 0.1632 1.0055 0.7007
H9 0.2253 0.0432 0.9288
H10 0.2659 1.1162 -0.3125
H11 -0.5240 1.3707 1.3551

Cartesian forces (eV/Å) of the 3 atoms listed first:
-0.155 -0.122 -0.239
0.162 0.154 0.256
-0.025 -0.123 -0.189

Mulliken population analysis, charges in e, atoms 1 to 5: -0.677 0.329 0.309 -0.667 0.318

=====

Record 5
Here is a 6-piece molecular cluster, H11O5S overall in a non-equilibrium geometry from OMol25. Energies are from ωB97M-V with the def2-TZVPD basis set.

## Properties
Charge: -1
Relative energy (zero: lowest compared OMol25 entry of this formula, charge and spin): 19.74 kcal per mole
Total energy: -781.0560 Ha
HOMO energy: -0.1516 Eh
Frontier orbital gap: 7.645 eV
LUMO level: 3.52 eV

Cartesian coordinates (Å):
S1 -1.3128 -1.0407 1.9857
H1 -2.4415 -0.3764 1.7367
H2 -0.1777 0.1343 0.6740
H3 0.9989 1.0073 0.6421
O1 0.5161 0.4583 0.0063
H4 1.5984 -0.5864 2.0105
H5 2.4484 -0.9325 3.2307
O2 2.3642 -0.2895 2.5164
H6 -1.6193 -2.3819 -1.1151
H7 -1.1900 -2.7064 0.2949
O3 -1.3406 -3.1289 -0.5778
H8 -0.0448 -0.3982 -3.1308
H9 -0.3168 0.3731 -1.7873
O4 -0.6276 0.2419 -2.6943
H10 0.0492 3.7877 -1.6829
H11 0.3441 2.5103 -0.8962
O5 0.7518 3.3281 -1.2130

Cartesian forces (eV/Å) of the 3 atoms listed first:
0.269 -0.068 0.207
-0.172 0.075 -0.062
-0.066 -0.542 -0.711

Mulliken population analysis, charges in e, atoms 1 to 5: -0.839 0.020 0.191 0.332 -0.720

=====

Record 6
Here is a 7-piece molecular cluster, H12IO6 overall from OMol25. Energies are from ωB97M-V with the def2-TZVPD basis set.

## Properties
Charge: -1
Relative energy (zero: lowest compared OMol25 entry of this formula, charge and spin): 8.98 kcal per mole
Total energy: -756.4556 Ha
HOMO energy: -0.1989 Eh
Frontier orbital gap: 8.564 eV
LUMO level: 3.15 eV

Cartesian coordinates (Å):
I1 0.1117 0.4297 -0.3561
O1 2.1349 -0.2780 2.6547
H1 1.5993 0.0998 1.9571
H2 1.5085 -0.7297 3.2203
O2 -2.1554 2.4070 1.7437
H3 -1.8058 2.1779 2.6048
H4 -1.7865 1.7507 1.1526
O3 -2.6905 -0.8787 -2.7038
H5 -2.0339 -0.4232 -2.1768
H6 -2.6507 -1.7870 -2.4042
O4 -0.2689 3.8510 -0.8557
H7 0.4594 4.3107 -1.2733
H8 0.0539 2.9595 -0.7240
O5 -0.0381 -3.0446 -1.6009
H9 0.1199 -2.2736 -1.0560
H10 0.1035 -2.7384 -2.4967
O6 2.6730 -2.0696 0.4792
H11 1.8830 -1.5325 0.4188
H12 2.7825 -2.2309 1.4163

Cartesian forces (eV/Å) of the 3 atoms listed first:
-0.014 -0.258 0.085
0.485 -0.153 0.695
-0.358 0.295 -0.608

Mulliken population analysis, charges in e, atoms 1 to 5: -0.472 -0.630 0.214 0.327 -0.614

=====

Record 7
Here is H12N9P3 as an isolated structure in a non-equilibrium geometry from OMol25. Energies are from ωB97M-V with the def2-TZVPD basis set.

## Properties
Charge: 0
Relative energy (zero: lowest compared OMol25 entry of this formula, charge and spin): 31.83 kcal per mole
Total energy: -1524.0118 Ha
HOMO energy: -0.2626 Eh
Frontier orbital gap: 7.726 eV
LUMO level: 0.58 eV

Cartesian coordinates (Å):
N1 2.3860 0.1687 -0.3381
N2 0.3078 -1.5051 0.4658
N3 -1.9116 -0.3111 -0.4502
N4 -0.0972 -2.7354 -0.1673
N5 -2.9138 0.6441 -0.6297
N6 2.7708 -2.2331 -0.6847
N7 -0.8019 0.3910 1.9918
N8 0.6196 1.9962 -1.4226
N9 1.8260 2.7725 0.6266
P1 2.2868 -1.2440 0.5158
P2 -0.5546 -0.1027 0.4165
P3 1.2159 1.2203 -0.0894
H1 -0.3439 -3.3364 0.5661
H2 0.4643 -3.1366 -0.8830
H3 -3.4668 0.5020 -1.4692
H4 -3.4688 0.7846 0.1834
H5 3.4946 -2.9453 -0.5940
H6 2.9454 -1.5325 -1.4014
H7 -1.2252 1.3078 2.2282
H8 -0.0830 0.1928 2.6074
H9 -0.3191 2.4515 -1.2320
H10 0.2792 1.3070 -2.1361
H11 2.3874 2.4581 1.4176
H12 1.0504 3.4367 0.8426

Cartesian forces (eV/Å) of the 3 atoms listed first:
-0.582 1.428 0.156
2.094 -0.601 -1.010
2.268 0.024 0.680

Mulliken population analysis, charges in e, atoms 1 to 5: -0.499 -0.017 -0.271 -0.522 -0.584

=====

Record 8
Here is a 5-piece molecular cluster, H12NO4 overall in a non-equilibrium geometry from OMol25. Energies are from ωB97M-V with the def2-TZVPD basis set.

## Properties
Charge: +1
Relative energy (zero: lowest compared OMol25 entry of this formula, charge and spin): 19.07 kcal per mole
Total energy: -362.6874 Ha
HOMO energy: -0.5397 Eh
Frontier orbital gap: 11.591 eV
LUMO level: -3.10 eV

Cartesian coordinates (Å):
N1 -0.1801 0.7461 -0.4324
H1 -0.1220 0.6682 0.5885
H2 0.5550 0.2190 -0.9331
H3 -1.0424 0.2827 -0.7080
H4 -0.2045 1.6626 -0.8673
H5 0.9850 -2.3610 1.6498
H6 0.2788 -2.4905 2.9828
O1 0.5336 -1.8369 2.3189
H7 1.6351 -1.9875 -2.3504
H8 2.7747 -1.3528 -1.5557
O2 1.8315 -1.3070 -1.7082
H9 -2.2298 0.4299 -2.9732
H10 -1.2794 1.6495 -3.3074
O3 -1.5587 1.0230 -2.6411
H11 -0.2255 1.1758 3.3749
H12 -0.5451 2.3765 2.5318
O4 -0.6909 1.4260 2.5704

Cartesian forces (eV/Å) of the 3 atoms listed first:
0.124 -1.194 -0.528
0.347 0.604 0.330
0.157 -0.178 0.418

Mulliken population analysis, charges in e, atoms 1 to 5: -0.375 0.315 0.318 0.368 0.396

=====

Record 9
Here is H12Na6O10S as an isolated structure in a non-equilibrium geometry from OMol25. Energies are from ωB97M-V with the def2-TZVPD basis set.

## Properties
Charge: +4
Relative energy (zero: lowest compared OMol25 entry of this formula, charge and spin): 0.00 kcal per mole
Total energy: -2130.3812 Ha
HOMO energy: -0.7664 Eh
Frontier orbital gap: 6.136 eV
LUMO level: -14.72 eV

Cartesian coordinates (Å):
Na1 -2.6429 1.8615 11.6586
Na2 -4.3346 1.1956 6.6644
Na3 -3.9132 4.5109 5.9162
Na4 -2.8705 -0.8478 8.7257
Na5 -0.7983 0.9319 6.1595
Na6 -6.0170 3.8300 8.7211
S1 -2.3617 2.7503 8.3379
O1 -1.4646 3.4382 7.4398
O2 -1.8376 2.9556 9.6856
O3 -3.7307 3.3533 8.1432
O4 -2.4031 1.2732 8.0022
O5 -3.1683 6.2628 7.2616
H1 -2.4355 6.1284 7.9050
H2 -3.1477 7.2097 7.0653
O6 0.2631 3.2587 5.2805
H3 -0.3491 3.6723 5.8962
H4 1.1310 3.5285 5.6245
O7 1.3633 4.0741 8.0935
H5 1.4940 5.0053 8.3165
H6 0.4125 3.9878 7.9814
O8 -1.2637 5.7492 9.3251
H7 -1.3001 4.7929 9.4399
H8 -1.5624 6.1481 10.1518
O9 -0.6021 -0.2328 9.8035
H9 -0.2212 0.5166 9.3278
H10 -0.4683 0.0176 10.7265
O10 0.0468 3.2425 11.7931
H11 -0.5426 3.2834 11.0366
H12 0.5618 2.4325 11.7031

Cartesian forces (eV/Å) of the 3 atoms listed first:
0.569 0.536 0.680
-0.240 -0.024 -0.208
0.769 1.320 0.015

Mulliken population analysis, charges in e, atoms 1 to 5: 0.960 1.004 0.899 1.011 0.912